Entry P
# C48H40N8O16

A 8-piece molecular cluster, C48H40N8O16 overall (ωB97M-V with the def2-TZVPD basis set, the Open Molecules 2025 dataset).

Cartesian coordinates (Å):
C  -6.5526  10.5093  -4.4258
C  -5.3272  9.7593  -4.5202
C  -4.4520  9.8648  -3.4459
C  -4.7428  10.7561  -2.4003
C  -5.9339  11.4556  -2.3494
C  -6.8697  11.3747  -3.3852
N  -3.7446  10.9495  -1.3691
O  -2.8102  10.1440  -1.3166
O  -3.9619  11.8554  -0.5632
H  -7.2937  10.5496  -5.2103
H  -4.9568  9.2504  -5.3978
H  -3.5323  9.2989  -3.4631
H  -6.1448  12.1269  -1.5302
H  -7.7098  12.0279  -3.5699
C  9.1059  -2.8348  -1.6745
C  8.8647  -1.4542  -1.4842
C  9.6014  -0.5368  -2.1607
C  10.7702  -0.8824  -2.8924
C  11.0679  -2.2943  -2.9865
C  10.1858  -3.2237  -2.4777
N  11.7211  0.0948  -3.4127
O  11.3958  1.2327  -3.4117
O  12.8438  -0.3567  -3.8376
H  8.3975  -3.5333  -1.2542
H  7.9539  -1.2334  -0.9475
H  9.3014  0.4974  -2.0787
H  11.9355  -2.7914  -3.3947
H  10.2318  -4.2821  -2.6874
C  -9.3056  0.3607  0.9150
C  -8.3090  -0.3674  1.5818
C  -8.5271  -1.0199  2.7057
C  -9.7314  -0.8487  3.4181
C  -10.7635  -0.0865  2.7873
C  -10.4897  0.5147  1.5577
N  -9.8518  -1.2915  4.8286
O  -8.7474  -1.5034  5.4063
O  -10.9191  -1.4482  5.3352
H  -9.0437  0.7549  -0.0558
H  -7.3279  -0.4067  1.1319
H  -7.7166  -1.5656  3.1659
H  -11.6980  0.1088  3.2923
H  -11.2587  1.1679  1.1725
C  2.2637  -15.0129  -0.2423
C  3.6425  -14.6838  -0.1604
C  4.1550  -13.4653  -0.5823
C  3.2805  -12.5925  -1.2399
C  1.9641  -12.9801  -1.4434
C  1.4802  -14.1800  -1.0244
N  3.8060  -11.3087  -1.7244
O  4.9767  -11.2398  -2.0786
O  3.0117  -10.3897  -1.9334
H  1.9525  -15.9721  0.1442
H  4.2781  -15.4010  0.3375
H  5.2017  -13.2730  -0.3987
H  1.3683  -12.3944  -2.1277
H  0.4413  -14.3531  -1.2631
C  4.8032  -7.8561  4.2785
C  6.1216  -7.3882  4.4731
C  7.1438  -8.3025  4.6474
C  6.8501  -9.6674  4.8062
C  5.5254  -10.1412  4.6799
C  4.5440  -9.2044  4.2295
N  7.9630  -10.6224  5.1484
O  8.9622  -10.1181  5.5025
O  7.7897  -11.8170  4.9859
H  4.0874  -7.0613  4.1288
H  6.3986  -6.3444  4.4623
H  8.1302  -7.9382  4.8937
H  5.2336  -11.1427  4.9596
H  3.5065  -9.4833  4.1196
C  1.2282  1.8726  -1.9258
C  1.8263  0.6319  -2.2480
C  1.4618  -0.4903  -1.5781
C  0.3510  -0.4521  -0.6708
C  -0.2578  0.7981  -0.4044
C  0.2036  1.9583  -1.0313
N  -0.2296  -1.7142  -0.1181
O  0.0649  -2.7799  -0.6598
O  -0.8475  -1.6072  0.9368
H  1.6333  2.8120  -2.2720
H  2.5808  0.6356  -3.0208
H  1.9229  -1.4395  -1.8083
H  -1.0517  0.8805  0.3232
H  -0.3389  2.8605  -0.7905
C  -10.3518  5.4999  8.1763
C  -9.3402  4.6516  8.6854
C  -8.2604  4.3312  7.8837
C  -8.2502  4.8303  6.5634
C  -9.3114  5.6218  6.0590
C  -10.3064  6.0355  6.9064
N  -7.0487  4.5690  5.7122
O  -6.1698  3.7978  6.0608
O  -6.9542  5.1618  4.6600
H  -11.1226  5.8087  8.8669
H  -9.4727  4.4306  9.7342
H  -7.6019  3.6464  8.3974
H  -9.2537  6.0564  5.0720
H  -11.1314  6.6114  6.5139
C  2.3393  8.6045  -8.0828
C  2.5195  9.4932  -7.0246
C  3.5503  9.3235  -6.1396
C  4.2794  8.1567  -6.2295
C  4.1618  7.2770  -7.3002
C  3.1837  7.5843  -8.2146
N  5.3067  7.9779  -5.1867
O  5.8312  6.9142  -5.1531
O  5.6105  8.8514  -4.3640
H  1.5625  8.8166  -8.8025
H  1.8188  10.2982  -6.8587
H  3.5292  9.9650  -5.2710
H  4.8237  6.4600  -7.5469
H  2.9752  6.8990  -9.0228

Properties
HOMO-LUMO gap: 0.339 Eh
HOMO level: -9.984 eV
Charge: 0
LUMO energy: -0.76 eV

Here are the Mulliken charges for atoms 1 to 99, given in e:
1. C -0.211
2. C -0.578
3. C -0.177
4. C 0.076
5. C -0.204
6. C -0.553
7. N 0.937
8. O -0.570
9. O -0.575
10. H 0.318
11. H 0.355
12. H 0.420
13. H 0.405
14. H 0.357
15. C -0.248
16. C -0.539
17. C -0.241
18. C 0.017
19. C -0.176
20. C -0.458
21. N 0.923
22. O -0.560
23. O -0.573
24. H 0.365
25. H 0.341
26. H 0.403
27. H 0.389
28. H 0.357
29. C -0.501
30. C -0.273
31. C -0.388
32. C 0.259
33. C -0.406
34. C -0.336
35. N 0.895
36. O -0.550
37. O -0.552
38. H 0.375
39. H 0.345
40. H 0.383
41. H 0.409
42. H 0.340
43. C -0.532
44. C -0.316
45. C -0.489
46. C 0.339
47. C -0.204
48. C -0.393
49. N 0.867
50. O -0.532
51. O -0.553
52. H 0.365
53. H 0.349
54. H 0.388
55. H 0.363
56. H 0.348
57. C -0.322
58. C -0.337
59. C -0.374
60. C 0.332
61. C -0.418
62. C -0.555
63. N 0.974
64. O -0.575
65. O -0.588
66. H 0.360
67. H 0.363
68. H 0.379
69. H 0.389
70. H 0.370
71. C -0.338
72. C -0.443
73. C -0.299
74. C 0.160
75. C -0.286
76. C -0.465
77. N 0.878
78. O -0.551
79. O -0.534
80. H 0.356
81. H 0.370
82. H 0.402
83. H 0.391
84. H 0.360
85. C -0.237
86. C -0.452
87. C -0.278
88. C 0.137
89. C -0.306
90. C -0.531
91. N 0.980
92. O -0.589
93. O -0.590
94. H 0.338
95. H 0.354
96. H 0.402
97. H 0.412
98. H 0.358
99. C -0.545

***

Entry Q
# C48H40N8O16

A 8-piece molecular cluster, C48H40N8O16 overall (ωB97M-V with the def2-TZVPD basis set, the Open Molecules 2025 dataset).

Cartesian coordinates (Å):
C  7.0909  -1.0908  5.2076
C  6.7711  -2.2067  6.0082
C  7.7564  -3.1713  6.1628
C  9.0500  -2.9956  5.6905
C  9.3792  -1.8117  4.9855
C  8.3471  -0.8787  4.7004
N  10.1512  -3.9938  5.9876
O  9.8778  -4.9222  6.7680
O  11.1418  -3.8697  5.2560
H  6.2953  -0.3717  5.0798
H  5.8250  -2.4524  6.4676
H  7.4561  -4.0229  6.7553
H  10.3598  -1.5359  4.6266
H  8.6062  -0.0948  4.0042
C  -10.4302  -4.0110  2.2049
C  -10.1664  -4.3740  3.5305
C  -11.1409  -5.0233  4.3119
C  -12.4307  -5.1987  3.8317
C  -12.6846  -4.8116  2.4958
C  -11.7170  -4.1384  1.7164
N  -13.4885  -5.9515  4.5936
O  -13.2519  -6.0729  5.8096
O  -14.5417  -6.2479  3.9292
H  -9.6824  -3.4973  1.6189
H  -9.1690  -4.3107  3.9397
H  -11.0201  -5.4127  5.3120
H  -13.6600  -4.9663  2.0588
H  -11.9947  -3.9629  0.6876
C  6.5646  0.4171  -4.3639
C  7.2242  1.5937  -4.1492
C  8.4463  1.5029  -3.4989
C  9.0303  0.2345  -3.1011
C  8.3337  -0.9322  -3.4363
C  7.0945  -0.8343  -3.9978
N  10.2911  0.2178  -2.4382
O  10.8840  1.2696  -2.1923
O  10.6828  -0.9081  -2.0310
H  5.5481  0.4424  -4.7282
H  6.6982  2.4894  -4.4449
H  8.9483  2.4382  -3.3000
H  8.7009  -1.9267  -3.2299
H  6.4651  -1.7057  -4.1027
C  -0.3584  -1.8497  0.5385
C  0.6365  -0.9003  0.8624
C  0.3929  -0.1290  1.9231
C  -0.6397  -0.3514  2.8367
C  -1.5498  -1.3563  2.5701
C  -1.4258  -2.1414  1.3877
N  -0.7018  0.4656  4.1093
O  0.0335  1.4236  4.2337
O  -1.6335  0.1857  4.8961
H  -0.2256  -2.3471  -0.4109
H  1.5106  -0.6943  0.2626
H  1.0987  0.6536  2.1589
H  -2.3643  -1.6889  3.1965
H  -2.1016  -2.9274  1.0846
C  7.2663  12.1055  1.4973
C  7.6306  10.9426  2.1955
C  6.9637  9.7635  1.8808
C  6.0507  9.6471  0.7867
C  5.9146  10.8092  -0.0010
C  6.4465  12.0114  0.4115
N  5.2513  8.4243  0.5565
O  4.5834  8.3309  -0.4576
O  5.4715  7.4697  1.2356
H  7.6746  13.0619  1.7887
H  8.4002  10.9861  2.9519
H  7.2266  8.8828  2.4479
H  5.1732  10.8598  -0.7846
H  6.0583  12.8677  -0.1199
C  -0.7577  10.2589  3.3420
C  -1.6027  11.3459  3.5129
C  -2.3355  11.5493  4.6777
C  -2.3514  10.5338  5.6183
C  -1.6568  9.3379  5.3917
C  -0.8221  9.1958  4.2514
N  -3.0798  10.7572  6.8778
O  -3.7766  11.7738  7.0084
O  -3.0755  9.8819  7.6651
H  -0.1809  10.2209  2.4297
H  -1.4800  12.0832  2.7334
H  -2.8961  12.4492  4.8828
H  -1.6906  8.4846  6.0529
H  -0.2277  8.3000  4.1479
C  -10.0998  -5.0620  -5.0985
C  -10.2459  -6.3547  -4.6030
C  -9.0956  -7.0784  -4.2602
C  -7.8004  -6.5301  -4.3700
C  -7.7245  -5.2911  -4.9526
C  -8.8776  -4.5291  -5.2934
N  -6.5855  -7.2413  -3.9155
O  -6.6583  -8.4611  -3.6327
O  -5.5375  -6.6244  -3.7738
H  -10.9409  -4.4804  -5.4458
H  -11.2406  -6.7651  -4.5106
H  -9.2044  -8.0765  -3.8622
H  -6.7183  -4.9597  -5.1626
H  -8.7888  -3.5096  -5.6385
C  -0.3537  -5.3144  -9.5411
C  -0.7917  -6.4194  -10.3391
C  -0.7633  -7.6790  -9.7251
C  -0.3453  -7.8991  -8.4304
C  0.1746  -6.8036  -7.7390
C  0.1464  -5.4894  -8.2425
N  -0.4876  -9.1672  -7.7258
O  -1.1070  -10.0276  -8.2649
O  -0.0125  -9.2124  -6.6135
H  -0.2993  -4.3579  -10.0396
H  -1.1339  -6.2360  -11.3468
H  -1.1420  -8.4699  -10.3556
H  0.5764  -6.9051  -6.7417
H  0.5652  -4.6345  -7.7324

Properties
HOMO-LUMO gap: 0.331 Eh
HOMO level: -9.987 eV
Charge: 0
LUMO energy: -0.99 eV

Here are the Mulliken charges for atoms 1 to 99, given in e:
1. C -0.323
2. C -0.512
3. C -0.152
4. C 0.024
5. C -0.215
6. C -0.502
7. N 0.885
8. O -0.548
9. O -0.528
10. H 0.350
11. H 0.375
12. H 0.377
13. H 0.394
14. H 0.377
15. C -0.362
16. C -0.424
17. C -0.300
18. C 0.115
19. C -0.199
20. C -0.466
21. N 0.855
22. O -0.522
23. O -0.537
24. H 0.360
25. H 0.347
26. H 0.403
27. H 0.379
28. H 0.350
29. C -0.197
30. C -0.601
31. C -0.114
32. C -0.026
33. C -0.210
34. C -0.518
35. N 0.922
36. O -0.568
37. O -0.570
38. H 0.332
39. H 0.380
40. H 0.398
41. H 0.417
42. H 0.355
43. C -0.242
44. C -0.573
45. C -0.177
46. C -0.050
47. C -0.073
48. C -0.557
49. N 0.929
50. O -0.562
51. O -0.565
52. H 0.338
53. H 0.366
54. H 0.383
55. H 0.404
56. H 0.379
57. C -0.350
58. C -0.472
59. C -0.170
60. C 0.003
61. C -0.267
62. C -0.380
63. N 0.932
64. O -0.583
65. O -0.571
66. H 0.361
67. H 0.388
68. H 0.392
69. H 0.372
70. H 0.344
71. C -0.442
72. C -0.402
73. C -0.364
74. C 0.215
75. C -0.305
76. C -0.402
77. N 0.979
78. O -0.601
79. O -0.583
80. H 0.371
81. H 0.326
82. H 0.432
83. H 0.398
84. H 0.378
85. C -0.248
86. C -0.581
87. C -0.124
88. C -0.043
89. C -0.138
90. C -0.574
91. N 0.883
92. O -0.548
93. O -0.542
94. H 0.362
95. H 0.390
96. H 0.410
97. H 0.389
98. H 0.362
99. C -0.223

***

Most stable: entry Q

***

Entry P
# C2H3N3OS2

The molecule C2H3N3OS2 (ωB97M-V with the def2-TZVPD basis set, the Open Molecules 2025 dataset).

Cartesian coordinates (Å):
C  1.0237  0.0590  0.1559
C  -0.5881  1.3295  0.0504
H  3.3680  0.5748  -0.8816
H  -2.3928  -1.3164  1.3242
H  0.0289  -1.8300  -0.4001
N  0.7663  1.3126  0.1213
N  -1.0731  -0.0740  -0.2153
N  0.0764  -0.8901  0.0219
O  -1.3308  2.2156  -0.0780
S  2.6841  -0.4908  -0.0199
S  -2.5627  -0.8903  -0.0790

Properties
HOMO-LUMO gap: 0.336 Eh
HOMO level: -9.206 eV
Charge: 0
LUMO energy: -0.07 eV

Mulliken charges in e:
1. C 0.444
2. C 0.436
3. H 0.205
4. H 0.168
5. H 0.304
6. N -0.427
7. N 0.011
8. N -0.173
9. O -0.484
10. S -0.341
11. S -0.142

***

Entry Q
# C2H3N3OS2

The molecule C2H3N3OS2 (ωB97M-V with the def2-TZVPD basis set, the Open Molecules 2025 dataset).

Cartesian coordinates (Å):
C  -0.1229  0.8089  0.8308
C  -0.0626  -0.4943  -1.0150
H  -0.6198  -3.1816  0.8072
H  1.1041  -2.7056  0.7608
H  0.0223  3.0931  0.8977
N  0.0569  -2.5180  0.3597
N  -0.3497  -1.1287  0.1600
N  -0.3665  -0.4016  1.3183
O  0.0978  0.8521  -0.5292
S  -0.1069  2.1563  1.8960
S  0.3843  -0.7546  -2.5205

Properties
HOMO-LUMO gap: 0.335 Eh
HOMO level: -8.580 eV
Charge: 0
LUMO energy: 0.52 eV

Mulliken charges in e:
1. C 0.577
2. C 0.297
3. H 0.251
4. H 0.268
5. H 0.165
6. N -0.563
7. N 0.560
8. N -0.675
9. O -0.288
10. S -0.229
11. S -0.363

***

Entry R
# C2H3N3OS2

The molecule C2H3N3OS2 (ωB97M-V with the def2-TZVPD basis set, the Open Molecules 2025 dataset).

Cartesian coordinates (Å):
C  1.1952  -0.0405  0.0106
C  -1.8208  -0.3636  -0.0759
H  0.9340  -1.9306  0.5761
H  -1.1279  -2.2537  -0.2052
H  0.8821  1.8015  -0.7768
N  0.4200  -1.0863  0.4425
N  -0.8082  -1.2999  -0.2126
N  0.4299  1.0196  -0.3688
O  -2.9938  -0.5898  -0.1816
S  2.8412  -0.0780  -0.0461
S  -1.1710  1.2713  0.2475

Properties
HOMO-LUMO gap: 0.328 Eh
HOMO level: -8.728 eV
Charge: 0
LUMO energy: 0.18 eV

Mulliken charges in e:
1. C 0.330
2. C 0.488
3. H 0.287
4. H 0.274
5. H 0.267
6. N -0.269
7. N -0.218
8. N -0.239
9. O -0.509
10. S -0.372
11. S -0.039

***

Most stable: entry R